The following is a quantum chemistry calculation of C4H5O4Tl as an isolated structure at a distorted geometry, from OMol25.

The geometry in ORCA input format:
```
! RIJCOSX wB97M-V def2-TZVPD def2/J DEFGRID3
* xyz 2 1
C -0.9031 -0.3688 1.3122
O 0.3317 -0.2753 1.0956
H -1.3654 0.3615 1.9900
H 0.8303 0.1941 1.7900
C -1.5819 -1.5851 0.9372
C -2.7059 -2.0200 1.8020
H -0.9228 -2.4144 0.6654
H -2.1370 -1.4939 -0.2608
H -3.1625 -1.2792 2.4792
O -3.4070 -2.9642 1.4209
C -3.6743 -3.3232 -1.1660
O -3.1912 -2.3840 -1.7134
O -3.5300 -4.4325 -0.7945
Tl -3.5086 -5.4383 1.2602
*
```

Calculated values
- strongest force on any atom (eV/A) = 5.78
- energy relative to the best compared isomer or geometry (same formula, charge and spin) (kcal/mol) = 0.0
- total energy (eV) = -17092.434
- gap between HOMO and LUMO (hartree) = 0.317

Just the Mulliken charges please, in e? Sure, here they are:
1 C -0.091
2 O -0.226
3 H 0.361
4 H 0.440
5 C -0.147
6 C 0.022
7 H 0.426
8 H 0.382
9 H 0.350
10 O -0.465
11 C 0.866
12 O -0.373
13 O -0.363
14 Tl 0.819


The following is a quantum chemistry calculation of one molecule with the formula C2H4N2O2 at a distorted geometry, from OMol25.

The geometry in ORCA input format:
```
! RIJCOSX wB97M-V def2-TZVPD def2/J DEFGRID3
* xyz 0 1
N -0.5521 1.2438 -0.0269
N -0.0711 -0.0254 -0.2157
C 1.2514 -0.1597 0.1387
O 1.9104 -1.2569 -0.0210
C -1.0618 -1.0754 -0.1631
O -2.2822 -1.0640 0.1384
H -0.3100 1.5240 0.9475
H -0.4291 1.9165 -0.8521
H 1.8031 0.8282 0.2849
H -0.2586 -1.9311 -0.2306
*
```

Calculated values
- strongest force on any atom (eV/A) = 6.72
- energy relative to the best compared isomer or geometry (same formula, charge and spin) (kcal/mol) = 84.3
- total energy (eV) = -9211.568
- gap between HOMO and LUMO (hartree) = 0.374
- SMILES string = NN(C=O)C=O

Just the Mulliken charges please, in e? Sure, here they are:
1 N -0.603
2 N 0.237
3 C 0.130
4 O -0.549
5 C 0.108
6 O -0.478
7 H 0.258
8 H 0.262
9 H 0.348
10 H 0.287


The following is a quantum chemistry calculation of C5H9NO as an isolated structure, from OMol25.

The geometry in ORCA input format:
```
! RIJCOSX wB97M-V def2-TZVPD def2/J DEFGRID3
* xyz 0 1
C -1.8999 -0.4248 0.0663
C -1.1214 0.6684 0.7578
N 0.0072 0.3251 1.6401
C 0.2624 1.0588 0.3985
C 1.0714 0.6252 -0.7673
C 2.0970 -0.4093 -0.5005
O 0.9633 -1.1435 -1.0121
H -2.4681 -0.0313 -0.7835
H -2.6147 -0.8660 0.7704
H -1.2421 -1.2195 -0.2945
H -1.7492 1.4582 1.1710
H 0.2287 -0.6612 1.4974
H 0.5212 2.1098 0.5660
H 0.6498 -0.3733 -1.7175
H 2.9837 -0.4745 -1.1336
H 2.2806 -0.7171 0.5305
*
```

Calculated values
- strongest force on any atom (eV/A) = 0.41
- energy relative to the best compared isomer or geometry (same formula, charge and spin) (kcal/mol) = 140.4
- total energy (eV) = -8863.123
- gap between HOMO and LUMO (hartree) = 0.349

Just the Mulliken charges please, in e? Sure, here they are:
1 C -1.237
2 C 0.033
3 N -0.722
4 C 0.255
5 C -0.602
6 C -0.252
7 O -0.368
8 H 0.299
9 H 0.339
10 H 0.310
11 H 0.366
12 H 0.288
13 H 0.391
14 H 0.454
15 H 0.236
16 H 0.209


The following is a quantum chemistry calculation of one molecule with the formula C34H51N3O6 at a distorted geometry, from OMol25.

The geometry in ORCA input format:
```
! RIJCOSX wB97M-V def2-TZVPD def2/J DEFGRID3
* xyz 0 1
C -2.6946 -5.1340 0.1496
C -2.5130 -3.9680 -0.0517
C -2.1720 -2.5780 -0.3148
O -0.8879 -2.3835 0.2475
H -0.5313 -1.5350 -0.0740
C -2.1331 -2.2828 -1.8211
H -1.2231 -2.6820 -2.2688
H -2.9970 -2.7286 -2.3162
C -2.2034 -0.7634 -1.8530
H -1.2428 -0.3451 -1.5562
H -2.4478 -0.3929 -2.8477
C -3.2950 -0.4199 -0.8269
C -3.2629 1.0390 -0.3132
C -2.8692 1.9976 -1.4437
C -2.7296 3.4442 -0.9470
C -1.7143 3.3658 0.1431
C -0.4295 3.6693 -0.0850
C 0.6457 3.2618 0.7822
N 1.8346 3.4701 0.3537
O 2.8797 2.9699 1.1508
C 4.0702 2.8535 0.3996
H 4.2611 3.7700 -0.1719
C 3.9978 1.6514 -0.5502
O 4.8280 0.7626 -0.5737
N 2.9120 1.6911 -1.3440
H 2.2232 2.4127 -1.1310
C 2.4423 0.5113 -2.0423
C 1.8052 -0.3986 -0.9826
O 0.6825 -0.1858 -0.5419
N 2.6053 -1.3644 -0.5268
H 3.5371 -1.4441 -0.9061
C 2.1657 -2.4048 0.3752
C 1.4176 -3.4664 -0.4391
O 1.2000 -3.3707 -1.6179
O 1.0519 -4.5051 0.3011
H 0.4516 -5.0824 -0.1964
H 1.4143 -1.9860 1.0553
C 3.3280 -2.9827 1.1837
H 4.2222 -3.0006 0.5557
H 3.0814 -4.0113 1.4502
C 3.6253 -2.2053 2.4727
C 3.9100 -0.7294 2.2097
H 4.2061 -0.2374 3.1335
H 4.7125 -0.6097 1.4859
H 3.0307 -0.2166 1.8288
C 4.8128 -2.8514 3.1839
H 4.6222 -3.9050 3.3756
H 5.0007 -2.3589 4.1346
H 5.7093 -2.7677 2.5735
H 2.7473 -2.2818 3.1243
H 3.3151 0.0191 -2.4834
C 1.4224 0.8675 -3.1273
C 1.0429 -0.3985 -3.8933
H 1.8946 -0.7619 -4.4645
H 0.2291 -0.1928 -4.5840
H 0.7296 -1.1882 -3.2151
C 1.9774 1.9246 -4.0768
H 1.2428 2.1566 -4.8440
H 2.8784 1.5576 -4.5634
H 2.2235 2.8404 -3.5459
H 0.5335 1.2651 -2.6244
H 4.8643 2.6937 1.1299
C 0.3054 2.4929 2.0173
C -1.1115 2.7926 2.4824
H -1.1448 3.8284 2.8323
H -1.3569 2.1537 3.3316
C -2.1758 2.6449 1.3802
C -3.4706 3.2621 1.9326
H -4.3363 3.0203 1.3249
H -3.6534 2.8950 2.9396
H -3.3742 4.3455 1.9801
C -2.3843 1.1701 0.9386
C -3.0434 0.3103 2.0145
C -2.8507 -1.1590 1.6773
H -1.7970 -1.4005 1.8289
H -3.4170 -1.7713 2.3825
C -3.2473 -1.5613 0.2454
C -4.6286 -2.2257 0.2886
H -5.3727 -1.4955 0.6025
H -4.6408 -3.0555 0.9916
H -4.9122 -2.6111 -0.6888
H -4.1072 0.5487 2.0778
H -2.6043 0.4937 2.9960
H -1.3971 0.7606 0.7065
H 0.4228 1.4310 1.7757
H 1.0276 2.7237 2.8037
H -0.1375 4.1601 -1.0036
H -2.3845 4.0816 -1.7625
H -3.6878 3.8220 -0.5941
H -1.9049 1.7068 -1.8584
H -3.6143 1.9446 -2.2408
H -4.2884 1.2933 -0.0177
H -4.2502 -0.5308 -1.3535
H -2.9032 -6.1458 0.3337
*
```

Calculated values
- strongest force on any atom (eV/A) = 1.12
- total energy (eV) = -52841.257
- gap between HOMO and LUMO (hartree) = 0.340

Just the Mulliken charges please, in e? Sure, here they are:
1 C -0.654
2 C -2.425
3 C 2.533
4 O -0.669
5 H 0.269
6 C -1.548
7 H 0.426
8 H 0.597
9 C 0.090
10 H -0.476
11 H 0.641
12 C -0.817
13 C -0.234
14 C -0.638
15 C -1.672
16 C -0.096
17 C -0.624
18 C 0.551
19 N -0.780
20 O -0.207
21 C -0.629
22 H 0.374
23 C 0.736
24 O -0.694
25 N -0.067
26 H 0.339
27 C -0.170
28 C -1.215
29 O -0.233
30 N 0.215
31 H 0.528
32 C 0.510
33 C 0.060
34 O -0.638
35 O -0.502
36 H 0.460
37 H 0.144
38 C -1.606
39 H 0.325
40 H 0.511
41 C 1.008
42 C -0.789
43 H 0.577
44 H 0.233
45 H -0.345
46 C -1.744
47 H 0.433
48 H 0.424
49 H 0.358
50 H 0.343
51 H 0.844
52 C 1.839
53 C -1.414
54 H 0.405
55 H 0.438
56 H 0.046
57 C -1.802
58 H 0.459
59 H 0.357
60 H 0.339
61 H -0.877
62 H 0.355
63 C 0.085
64 C -1.955
65 H 0.435
66 H 0.405
67 C 2.844
68 C -2.339
69 H 0.446
70 H 0.413
71 H 0.491
72 C 0.805
73 C -1.634
74 C -1.376
75 H 0.302
76 H 0.633
77 C 1.427
78 C -1.702
79 H 0.451
80 H 0.481
81 H 0.412
82 H 0.389
83 H 0.489
84 H -0.247
85 H -0.568
86 H 0.845
87 H 0.433
88 H 0.531
89 H 0.451
90 H -0.141
91 H 0.514
92 H 0.998
93 H 0.774
94 H 0.708


The following is a quantum chemistry calculation of one molecule with the formula C32H31FN4O3 at a distorted geometry, from OMol25.

The geometry in ORCA input format:
```
! RIJCOSX wB97M-V def2-TZVPD def2/J DEFGRID3
* xyz 0 1
C -3.6396 -4.1505 -0.3630
O -3.7922 -2.9473 0.3529
C -2.8447 -1.9763 0.1959
C -1.8017 -2.0548 -0.7149
C -0.8533 -1.0478 -0.8110
C 0.3000 -1.1831 -1.7863
C 0.4794 0.0860 -2.5833
C -0.4934 0.3931 -3.5364
N -1.2812 0.6405 -4.3393
C 1.4969 0.9556 -2.3529
N 1.5925 2.1803 -2.9479
N 2.4967 0.6527 -1.4305
N 3.5541 1.5481 -1.3302
C 3.6426 2.3827 -0.2076
C 4.8729 2.9399 0.1292
C 4.9658 3.8170 1.1927
C 3.8410 4.1389 1.9342
C 2.6180 3.5826 1.6000
C 2.5122 2.7109 0.5329
C 2.5208 -0.5731 -0.7895
C 1.5493 -1.4895 -0.9926
C 1.6175 -2.8241 -0.4088
O 0.8003 -3.6882 -0.6675
C 2.7922 -3.1092 0.5057
C 3.3348 -1.8609 1.1987
C 2.2856 -1.2802 2.1495
C 4.5965 -2.2082 1.9914
C 3.6878 -0.8371 0.1120
C -0.9468 0.0564 0.0198
C -1.9979 0.1636 0.9107
C -2.9553 -0.8330 1.0104
O -3.9525 -0.6786 1.9449
C -5.2833 -0.6619 1.4363
C -5.4891 0.5385 0.5481
C -5.1098 0.4958 -0.7891
C -5.2035 1.6221 -1.5879
C -5.6884 2.8096 -1.0681
C -6.0679 2.8372 0.2610
F -6.5461 3.9898 0.7819
C -5.9694 1.7281 1.0789
H -2.6703 -4.6150 -0.1616
H -3.7520 -3.9931 -1.4408
H -4.4368 -4.8033 -0.0100
H -1.6957 -2.9191 -1.3494
H 0.0873 -2.0263 -2.4545
H 0.9848 2.3517 -3.7306
H 2.4907 2.6348 -2.9377
H 4.4448 1.1713 -1.6402
H 5.7516 2.6836 -0.4464
H 5.9240 4.2450 1.4466
H 3.9186 4.8194 2.7679
H 1.7363 3.8274 2.1725
H 1.5562 2.2830 0.2740
H 3.5763 -3.5599 -0.1118
H 2.4813 -3.8605 1.2334
H 2.6558 -0.3677 2.6133
H 2.0579 -1.9949 2.9363
H 1.3611 -1.0508 1.6251
H 4.9974 -1.3214 2.4779
H 4.3689 -2.9439 2.7584
H 5.3650 -2.6213 1.3409
H 4.5276 -1.2186 -0.4818
H 4.0110 0.0889 0.5931
H -0.2130 0.8462 -0.0412
H -2.0945 1.0251 1.5531
H -5.4975 -1.5883 0.8933
H -5.9150 -0.6059 2.3254
H -4.7337 -0.4244 -1.2092
H -4.8934 1.5750 -2.6204
H -5.7735 3.6997 -1.6709
H -6.2620 1.7975 2.1151
*
```

Calculated values
- strongest force on any atom (eV/A) = 1.13
- energy relative to the best compared isomer or geometry (same formula, charge and spin) (kcal/mol) = 0.0
- total energy (eV) = -48506.967
- gap between HOMO and LUMO (hartree) = 0.306
- SMILES string = COc1cc([C@H]2C(C#N)=C(N)N(Nc3ccccc3)C3=C2C(=O)CC(C)(C)C3)ccc1OCc1cccc(F)c1

Just the Mulliken charges please, in e? Sure, here they are:
1 C -0.985
2 O -0.490
3 C 0.513
4 C 0.385
5 C -0.512
6 C 0.829
7 C -0.551
8 C -0.922
9 N -0.696
10 C 0.936
11 N -0.420
12 N 0.636
13 N -1.188
14 C 0.142
15 C -0.320
16 C -0.558
17 C -0.510
18 C -0.856
19 C 0.049
20 C 1.221
21 C -0.851
22 C 0.484
23 O -0.646
24 C -1.306
25 C 1.849
26 C -1.622
27 C -2.186
28 C -1.241
29 C -0.017
30 C -0.964
31 C 0.490
32 O -0.570
33 C -0.880
34 C 0.605
35 C -0.194
36 C -0.621
37 C -0.565
38 C 0.331
39 F -0.334
40 C -0.722
41 H 0.368
42 H 0.339
43 H 0.265
44 H 0.503
45 H 0.846
46 H 0.272
47 H 0.188
48 H 0.210
49 H 0.372
50 H 0.389
51 H 0.395
52 H 0.418
53 H 0.438
54 H 0.364
55 H 0.439
56 H 0.391
57 H 0.475
58 H 0.211
59 H 0.416
60 H 0.443
61 H 0.454
62 H 0.384
63 H 0.446
64 H 0.202
65 H 0.529
66 H 0.274
67 H 0.458
68 H 0.446
69 H 0.438
70 H 0.445
71 H 0.438


The following is a quantum chemistry calculation of C49H56N10O3S as an isolated structure at a distorted geometry, from OMol25.

The geometry in ORCA input format:
```
! RIJCOSX wB97M-V def2-TZVPD def2/J DEFGRID3
* xyz 0 1
C -0.6576 -1.5777 -1.8412
C -2.0655 -2.0569 -2.0104
O -2.3671 -2.9472 -2.7371
O -2.9658 -1.3817 -1.2502
C -3.8382 -2.2448 -0.5155
C -3.2445 -2.4105 0.8676
C -1.9067 -3.1128 0.8639
C -0.8991 -2.5367 1.6946
C 0.3829 -2.9967 1.7261
C 1.3764 -2.2703 2.6129
O 2.6786 -2.1424 2.0327
C 2.8078 -0.9952 1.2855
C 3.6011 0.0324 1.7719
C 3.6837 1.2211 1.0641
C 3.0192 1.3958 -0.1439
C 2.2557 0.3483 -0.6383
C 2.1538 -0.8418 0.0711
C 0.7304 -4.1142 0.9144
N 1.9090 -4.7248 0.7847
S 1.6949 -5.9148 -0.2652
N 0.1468 -5.7271 -0.6211
C -0.2893 -4.6940 0.1064
C -1.6132 -4.1908 0.0853
H 0.0285 -2.3331 -2.1933
H -0.5016 -1.3860 -0.7842
H -0.5343 -0.6404 -2.3803
H -4.7964 -1.7447 -0.4107
H -4.0295 -3.1735 -1.0404
H -3.0518 -1.3950 1.2044
H -3.9534 -2.8642 1.5548
H -1.1623 -1.6663 2.2776
H 0.9811 -1.2696 2.7704
H 1.4340 -2.7829 3.5687
H 4.1173 -0.0798 2.7116
H 4.2624 2.0400 1.4652
H 3.1048 2.3454 -0.6442
H 1.7338 0.4823 -1.5741
H 1.5414 -1.6360 -0.3130
H -2.3613 -4.6366 -0.5463
N -3.0394 1.4950 -2.6239
C -4.1773 1.6091 -3.3696
C -4.4562 2.9452 -3.5083
C -3.4451 3.6621 -2.8130
C -2.5919 2.7362 -2.2767
H -2.5981 0.6367 -2.3584
H -4.6854 0.7361 -3.7414
H -5.2886 3.3621 -4.0494
H -3.3564 4.7323 -2.7174
H -1.7015 2.8473 -1.6807
N 0.0819 5.5178 -5.2694
C 0.2151 6.0913 -6.5051
C -0.9664 5.9213 -7.1748
C -1.8479 5.2172 -6.3090
C -1.1746 4.9849 -5.1407
H 0.7981 5.4890 -4.5671
H 1.1340 6.5681 -6.7996
H -1.1769 6.2620 -8.1745
H -2.8604 4.9163 -6.5198
H -1.4818 4.4873 -4.2368
N 1.4486 -1.6269 7.1260
C 1.0034 -0.8565 6.0863
C -0.2333 -0.3730 6.4192
C -0.5465 -0.8713 7.7134
C 0.5103 -1.6394 8.1220
H 2.3273 -2.1090 7.1538
H 1.6034 -0.7167 5.2032
H -0.8451 0.2668 5.8046
H -1.4441 -0.6852 8.2783
H 0.6748 -2.1905 9.0318
N 1.5422 -4.8824 -5.7819
C 1.3227 -3.9595 -6.7678
C 0.2379 -3.2073 -6.4036
C -0.2158 -3.6952 -5.1466
C 0.6100 -4.7276 -4.7904
H 2.2717 -5.5699 -5.7869
H 1.9537 -3.9180 -7.6390
H -0.1854 -2.3975 -6.9740
H -1.0506 -3.3333 -4.5709
H 0.6119 -5.3637 -3.9209
N 0.1107 2.0798 1.7803
C -0.8122 2.2035 0.7770
C -2.0602 2.1950 1.3492
C -1.8773 2.0608 2.7521
C -0.5295 2.0017 2.9852
H 1.1082 2.0486 1.6528
H -0.5030 2.2866 -0.2515
H -2.9993 2.2733 0.8254
H -2.6481 2.0169 3.5032
H 0.0263 1.9063 3.9029
N 7.0440 2.9005 1.8645
C 7.1798 2.9048 3.2264
C 7.3308 4.2046 3.6282
C 7.2830 5.0167 2.4624
C 7.1047 4.1833 1.3913
H 6.9212 2.0812 1.2987
H 7.1572 1.9874 3.7891
H 7.4611 4.5378 4.6439
H 7.3697 6.0891 2.4170
H 7.0157 4.3913 0.3390
N -0.3611 -7.2902 4.1418
C -0.3803 -6.8586 2.8437
C -1.5363 -7.3118 2.2670
C -2.2439 -8.0448 3.2588
C -1.4936 -8.0123 4.4034
H 0.3721 -7.1070 4.8004
H 0.4271 -6.2683 2.4451
H -1.8401 -7.1383 1.2480
H -3.1937 -8.5391 3.1435
H -1.6672 -8.4386 5.3763
N -2.3457 5.2917 -1.9992
C -2.1460 5.2243 -0.6439
C -2.0282 6.5068 -0.1790
C -2.1626 7.3804 -1.2927
C -2.3649 6.6021 -2.3997
H -2.4716 4.5037 -2.6067
H -2.1075 4.2805 -0.1287
H -1.8678 6.7887 0.8480
H -2.1264 8.4567 -1.2792
H -2.5294 6.8667 -3.4302
*
```

Calculated values
- strongest force on any atom (eV/A) = 9.41
- total energy (eV) = -83593.050
- gap between HOMO and LUMO (hartree) = 0.261

Mulliken population analysis, charges in e, atoms 1 to 99:
1 C -0.189
2 C 0.398
3 O -0.608
4 O -0.216
5 C -0.819
6 C -1.225
7 C 0.955
8 C -0.472
9 C 0.308
10 C -1.287
11 O -0.555
12 C 0.251
13 C -0.551
14 C -0.473
15 C -1.045
16 C -0.450
17 C -0.090
18 C 0.987
19 N -0.608
20 S 0.102
21 N -0.616
22 C 0.335
23 C -1.073
24 H 0.503
25 H -0.513
26 H 0.555
27 H 0.517
28 H 0.390
29 H 0.156
30 H 0.497
31 H 0.403
32 H 0.394
33 H 0.573
34 H 0.492
35 H 0.743
36 H 0.409
37 H 0.531
38 H 0.487
39 H 0.761
40 N 0.174
41 C -0.305
42 C -1.712
43 C 0.461
44 C -0.409
45 H 0.235
46 H 0.452
47 H 0.423
48 H 0.554
49 H 0.531
50 N 0.007
51 C -0.515
52 C -0.595
53 C -0.386
54 C -0.975
55 H 0.222
56 H 0.405
57 H 0.403
58 H 0.455
59 H 0.841
60 N -0.042
61 C -0.840
62 C 0.105
63 C -0.852
64 C -0.441
65 H 0.204
66 H 0.561
67 H 0.547
68 H 0.386
69 H 0.399
70 N 0.024
71 C -0.395
72 C -0.838
73 C 0.168
74 C -0.839
75 H 0.179
76 H 0.389
77 H 0.393
78 H 0.465
79 H 0.457
80 N 0.190
81 C -0.575
82 C 0.150
83 C -1.280
84 C -0.653
85 H 0.145
86 H 0.525
87 H 0.630
88 H 0.449
89 H 0.536
90 N 0.007
91 C -0.481
92 C -0.397
93 C -0.391
94 C -0.500
95 H 0.226
96 H 0.378
97 H 0.399
98 H 0.400
99 H 0.372